1.
122
Properties=species:S:1:pos:R:3:forces:R:3:mulliken_charge:R:1 method="wB97M-V/def2-TZVPD" charge=+2 orbital_gap_ev="4.5 / 4.5" e_homo_ev="-12.050 / -12.062" e_above_lowest_kj_mol=0.0 lumo_ev="-7.5659 / -7.5670"
N 3.2330 0.6658 -1.6974 0.0 -0.3 0.3 0.661
O -5.4864 0.1802 1.2629 -0.2 0.1 0.0 -0.527
H 0.9687 6.5142 3.6317 0.0 0.1 0.0 0.486
H -5.0120 -4.1780 0.5890 0.1 0.0 0.0 0.012
N 0.4890 1.0472 2.4128 -0.4 1.2 0.0 0.561
H -4.8239 -4.1216 -2.4723 0.0 0.0 -0.1 0.384
H -7.8081 -5.0684 3.1787 -0.1 -0.2 0.0 0.431
H -5.0863 3.0399 -2.1859 -0.1 0.0 0.0 0.599
C 3.4029 0.3010 0.4507 0.5 0.2 -0.1 -0.895
C 0.0111 5.4072 -5.4722 0.1 -0.2 0.0 -0.543
H -6.1233 -3.4036 -1.5167 -0.1 0.1 0.0 0.346
C -4.1515 1.2420 -2.8671 -0.2 0.2 0.1 -1.144
N -1.0432 2.3629 1.1258 0.1 0.8 0.6 -0.435
H 4.5243 -4.4573 -3.4342 0.1 -0.1 0.0 0.468
H 5.1810 0.6499 -0.8354 0.2 0.1 0.0 0.702
C 4.6415 4.9531 -0.0946 -0.2 -0.3 -0.3 0.288
C -5.9330 -4.0630 3.3562 0.0 0.0 0.0 -0.814
C -4.4413 -4.0784 -0.3366 -0.1 0.2 -0.2 -0.022
S -1.0184 4.1983 -4.8245 0.6 -0.4 -0.1 -0.131
H -3.7117 -4.8893 -0.3689 0.1 0.0 0.1 0.498
N -3.5613 -0.8138 1.9440 -0.6 0.4 -0.1 0.464
H 2.1347 -1.4867 6.7059 0.0 0.1 0.0 0.564
C 0.2614 3.0333 -4.9481 -0.1 0.7 -0.2 0.604
Cl 1.1431 3.3401 -1.0482 -0.3 0.4 0.0 -0.051
H -8.7385 -3.4539 1.5577 -0.1 0.0 0.0 0.446
C 1.4326 2.6918 3.6815 -0.1 2.0 -0.2 0.107
C 1.5776 -2.7930 -3.4645 -0.7 0.3 0.9 -0.032
C -7.2148 -4.2314 2.8520 0.1 0.0 0.0 -0.408
C -4.9981 -0.8267 1.6859 0.6 0.2 -0.1 -0.461
C 3.4786 -3.8844 -1.6640 -0.5 0.3 0.7 -0.632
C 1.3482 1.2756 3.4557 -0.5 -1.6 0.0 0.066
H 2.6083 -3.7683 7.5436 0.0 0.0 0.1 0.436
H 2.6621 4.8785 0.7269 -0.1 0.0 0.1 0.570
C 1.9774 -0.9372 3.8222 0.2 -0.6 -1.3 -0.285
C 2.3515 -3.2258 -1.1855 0.3 -0.1 -2.0 0.245
H -3.0473 -0.5561 -3.3286 0.0 -0.1 -0.1 0.623
C 1.9177 -2.8726 0.1317 -0.8 0.1 1.7 -0.128
H 2.5743 5.4815 5.1547 0.1 0.1 0.0 0.474
C -3.4575 2.5021 -0.9162 0.5 -0.2 0.3 -0.571
C 0.3230 4.6756 2.7545 -0.2 -1.1 -0.3 -0.024
H -4.8254 1.1376 -3.7021 -0.1 0.0 -0.1 0.594
C 4.9661 3.7957 -2.1641 -0.2 0.0 0.1 -0.344
C 1.0865 5.4414 3.6171 0.6 0.0 0.6 -0.753
C 4.1266 0.5496 -0.6778 0.3 0.0 0.5 -1.802
N 1.9309 -1.3427 2.5118 0.3 -0.5 0.7 1.041
Cl 5.2393 5.9279 1.1880 0.1 0.1 0.2 -0.209
H -1.9431 -3.2652 0.6355 -0.1 0.3 0.3 0.324
C -4.3011 2.3227 -2.0049 -0.1 -0.1 -0.2 -1.011
H 2.9703 0.3960 -3.7371 0.1 0.0 0.0 0.419
H 3.0238 -5.2492 3.5471 0.0 -0.1 -0.1 0.558
C 3.6354 3.3912 -2.1719 -0.3 0.0 -0.2 -1.044
H 6.5067 4.8849 -1.1468 0.1 0.0 0.0 0.475
C 2.5928 -3.5772 6.4810 0.1 -0.3 -0.1 -0.697
C -3.1609 0.2891 -2.6677 0.4 -0.1 0.3 -0.267
H 2.0084 2.5812 -3.2651 0.3 0.0 0.0 -0.675
H 1.1267 0.5537 -1.7856 -0.1 0.0 0.0 0.820
C 2.8508 -4.6242 5.6053 0.0 0.1 0.2 -0.650
H -7.3795 -1.4940 0.8732 -0.1 0.1 0.0 0.528
C 2.2877 -2.6606 2.4157 -0.3 1.0 0.3 -0.347
C -2.6117 -1.6951 1.6402 0.9 -0.4 0.5 -0.133
C 3.6467 -3.9775 -3.0320 -0.2 0.1 -0.7 -0.706
H 2.5106 1.7508 -5.8306 0.1 0.1 0.0 0.263
C 2.5278 -3.1711 3.7568 0.0 -0.1 1.1 0.326
H 0.8460 -2.3878 -4.1447 -0.1 0.1 -0.1 0.628
H -0.4080 5.1201 2.0967 0.0 0.0 -0.1 0.573
C 2.8194 3.7916 -1.1152 0.5 0.0 -0.1 1.463
C 2.7139 2.8137 -5.6385 -0.3 0.0 -0.2 -0.717
C 0.4475 -1.9688 -1.2826 -1.2 0.7 1.7 -0.427
H -5.8909 -5.1517 -1.5165 -0.1 0.0 -0.1 0.419
C 2.0070 4.8513 4.4887 -0.3 0.6 -0.2 -0.701
C 0.5119 3.2966 2.7783 1.1 1.2 1.3 0.546
C 3.1028 2.5272 -3.2927 0.0 -0.3 0.3 1.557
S -1.1666 -1.6672 2.6088 0.1 0.1 0.2 -0.642
N 2.4146 -3.2936 1.2904 0.2 -0.1 -1.3 -0.528
C -5.3769 -4.1940 -1.5372 0.2 0.0 0.2 -1.534
C -0.0694 2.2322 2.0192 -0.4 -1.9 -0.4 -0.240
C 1.4188 3.5595 -5.4677 -0.3 -0.6 0.4 0.283
N 0.7883 -2.0996 0.0382 -0.2 -0.4 -1.1 0.623
H -4.4223 -1.9125 -0.2833 0.1 -0.1 -0.2 0.284
H -3.1692 -2.6376 -1.3127 -0.1 0.1 0.1 0.579
N 1.8567 0.3010 4.1983 -0.1 1.3 0.1 -0.603
H -3.5728 3.3306 -0.2377 0.0 0.2 0.0 0.653
H 4.5934 0.9352 -3.2378 -0.1 0.0 0.1 0.242
H 2.8669 -3.5573 -4.9819 0.0 0.0 -0.1 0.487
C -5.1706 -2.9786 2.9691 0.0 0.3 -0.2 0.077
H -5.5285 -4.7741 4.0586 0.0 -0.1 0.1 0.449
C -5.6988 -2.0502 2.0665 -0.6 -0.4 0.2 0.839
H 3.0712 -5.6037 6.0010 0.0 -0.1 0.0 0.441
C 3.5228 1.0422 -3.0510 -0.1 0.7 -0.9 -1.301
Cl -0.0173 1.4106 -4.4618 0.0 -0.3 0.1 -0.045
C -1.3959 1.4549 0.2665 0.8 -1.0 -0.1 -0.370
H 3.7405 0.1478 1.4593 0.1 0.0 0.0 0.670
H 2.9011 3.0335 5.2170 0.1 0.0 0.1 0.577
C -3.7071 -2.7337 -0.3605 -0.4 -0.3 -0.2 -0.887
N 2.0796 0.2672 0.1203 -0.1 0.0 -0.3 2.242
Ru 0.5725 -0.5586 1.2796 -0.4 0.0 -0.5 -0.730
H 2.0410 5.5332 -6.1767 0.1 0.2 -0.1 0.469
O 3.5913 2.9763 -4.5300 0.3 0.0 0.2 -0.432
C 5.4754 4.5691 -1.1379 0.0 0.1 0.1 -0.984
C 1.4041 -2.6628 -2.0879 1.7 -1.3 -0.8 0.626
H -4.1844 -2.8428 3.3875 0.1 0.0 0.1 0.462
H 4.2040 -4.2880 -0.9778 0.1 -0.1 0.1 0.584
N -2.7204 -2.6141 0.7021 0.0 0.0 -0.2 0.342
H -3.2704 -0.0228 2.5095 0.1 -0.2 -0.1 0.280
C -2.3209 0.4607 -1.5840 -0.9 0.7 -0.1 0.201
C -7.7434 -3.3189 1.9501 0.0 0.0 0.0 -0.695
N -0.7216 0.2814 0.0402 -0.5 0.1 -0.5 1.039
C 2.2961 -2.0950 4.6465 0.1 -1.1 0.4 0.292
C 2.0124 0.4980 -1.1834 -0.2 -0.2 0.2 -1.503
C -6.9940 -2.2266 1.5650 0.3 0.1 0.0 -0.535
C 3.3084 4.5647 -0.0778 0.2 0.1 0.1 -0.960
H 5.5953 3.5128 -2.9942 0.1 0.0 -0.1 0.518
C 2.1913 3.4795 4.5389 -0.3 -0.8 -0.3 -0.557
H -0.3666 6.4015 -5.6087 0.0 0.2 0.0 0.470
C 2.8255 -4.4363 4.2271 0.0 0.4 -0.4 -0.264
H 3.2713 3.2305 -6.4803 -0.1 -0.2 0.0 0.480
C -2.4589 1.5664 -0.7168 -0.8 -0.3 -0.9 0.108
C 2.3231 -2.2937 6.0164 0.0 0.3 -0.5 -0.450
N -0.6113 -1.2903 -1.7309 0.7 -0.7 -0.6 -0.199
C 1.2523 4.9336 -5.7629 -0.3 0.3 0.1 -0.835
C -1.1864 -0.3056 -1.1033 0.3 0.4 1.0 -0.257
C 2.7033 -3.4497 -3.9206 0.7 -0.4 0.2 -0.748

---

2.
77
Properties=species:S:1:pos:R:3:forces:R:3:mulliken_charge:R:1 method="wB97M-V/def2-TZVPD" charge=+1 orbital_gap_ev=6.2 e_homo_ev=-10.727 lumo_ev=-4.5597
C 1.4259 -0.4029 5.6347 -0.2 0.2 -1.0 0.329
H 4.6920 -1.9095 -0.6363 0.0 0.1 0.1 0.470
H -5.0866 0.5285 1.2245 -0.1 -0.1 -0.1 0.390
C -0.0040 4.3980 0.2517 0.2 0.0 0.4 -1.016
H -0.3459 4.9499 -0.6179 0.0 -0.1 0.1 0.491
C 2.7520 -3.7632 -4.2598 0.2 -0.1 -0.1 -1.591
H -4.5756 1.0885 -1.0587 0.4 -0.4 0.0 0.297
H -3.3073 -2.9718 -0.6088 -0.1 0.1 0.1 0.297
C 5.0924 0.2089 -0.5008 -1.0 0.0 0.3 0.175
H -3.9054 -1.9272 2.4470 0.3 0.1 -0.2 0.574
C 0.8778 2.9797 2.4888 0.0 0.0 -0.1 -0.258
H 2.6899 -4.2123 -1.5548 -0.3 0.1 -0.1 0.432
H -2.3623 -2.1239 1.5901 -0.1 0.1 0.1 0.235
C -3.2118 -1.4503 1.7389 0.1 0.0 0.3 -1.611
C 4.2986 -0.9367 -0.3590 0.1 0.4 0.2 -1.127
C 4.5751 1.4636 -0.1570 -0.2 -0.3 0.0 -0.889
C -0.3806 1.0006 -2.6282 0.1 0.5 -0.3 0.376
H -5.8362 -1.0573 1.4418 0.1 0.1 -0.2 0.434
H -0.7113 -0.2040 5.7987 0.1 0.0 -0.1 0.437
C -0.4976 2.0876 -3.5007 0.1 -0.4 0.3 -0.958
H 1.2031 2.4585 3.3869 0.0 0.1 -0.2 0.360
N -3.6160 0.7645 -1.1386 -0.1 0.3 -0.5 0.139
P 0.7199 0.4249 1.0883 2.1 1.6 0.8 2.291
H 0.4035 -2.5231 -4.7630 -0.1 0.0 0.4 0.456
C 1.0549 -0.0148 2.8621 -0.3 -0.5 0.4 -0.274
C 0.4227 5.0929 1.3923 0.0 -1.1 -0.2 0.221
H -3.7689 2.9807 -2.8905 0.3 0.0 -0.1 0.467
C -1.4909 0.6357 -1.8659 -0.4 0.0 0.0 -0.152
C 0.9802 -3.0285 -0.9788 0.2 0.6 0.1 -0.916
H 3.1040 -2.9193 -4.8685 -0.1 -0.2 0.2 0.366
H 1.1623 4.9245 3.4027 0.0 -0.1 -0.1 0.447
Cl 1.6568 -0.5798 7.3242 0.0 -0.1 0.2 -0.187
H 2.8641 2.5701 0.5172 0.1 -0.2 -0.1 0.346
C 0.5892 -2.6254 -3.6894 -0.5 0.1 0.3 -1.009
C -0.6156 -1.1961 -0.3837 -1.8 -1.7 0.2 -0.771
H -0.6178 -1.5728 0.6446 -0.3 -0.3 -0.7 1.295
H 2.4349 -1.7163 0.3442 0.2 0.2 -0.1 0.733
H 0.3560 2.3717 -4.1156 -0.2 0.0 0.2 0.449
C 0.5041 2.2641 1.3335 -0.6 0.3 -0.3 -0.294
H -4.8460 -3.1176 0.2730 0.1 0.2 -0.1 0.431
C 3.2529 1.5794 0.2855 0.0 -0.3 -0.1 -0.311
C -0.0424 -0.0136 3.7480 0.4 -0.2 0.1 0.062
H 3.5211 -0.5828 5.1763 -0.1 0.0 -0.1 0.435
C 2.3354 -0.2529 3.3949 -0.2 0.0 0.1 -0.076
H 2.3386 -4.5062 -4.9545 0.0 0.1 0.2 0.356
H -4.7810 -2.2281 -1.2619 0.1 -0.1 0.2 0.361
C -4.2294 -2.4447 -0.3376 -0.1 -0.3 -0.2 -1.568
H -1.0488 0.1557 3.3611 0.2 0.0 0.2 0.315
C 0.0144 -2.0659 -1.3761 0.8 -0.3 0.0 0.130
H -2.8509 -0.5173 2.1922 -0.1 -0.2 0.0 0.269
C -2.6940 1.3507 -2.0017 0.4 -0.3 0.2 -0.443
C 0.0304 3.0047 0.2388 0.0 0.0 0.0 0.293
C 0.1358 -0.2122 5.1200 0.3 0.1 -0.2 -0.982
C -5.2568 -0.4415 0.7419 -0.1 0.0 0.2 -1.933
H -1.1772 -1.5553 -3.1461 0.4 0.1 0.2 0.602
H -5.8784 -0.3059 -0.1513 0.1 0.0 0.1 0.372
Cl 0.4353 6.8072 1.3945 0.0 0.2 0.0 -0.194
H -0.3127 2.4769 -0.6506 0.1 0.2 0.2 0.214
C -3.9338 -1.1514 0.4278 0.1 0.3 -0.2 2.118
H 3.6169 -4.2069 -3.7593 -0.1 0.0 -0.1 0.372
H -1.7497 3.6613 -4.2714 -0.1 -0.2 0.1 0.426
H 1.0619 -3.2772 0.0814 0.2 0.2 -0.2 0.599
C -0.2840 -2.0544 -2.7672 0.3 0.5 -0.3 -0.212
C 1.8659 -3.5790 -1.8941 -0.2 -0.2 0.0 -0.707
H 0.5463 0.4307 -2.5426 -0.2 0.3 -0.1 0.433
C -1.6975 -0.3686 -0.8350 -0.7 0.6 -0.1 1.034
C 0.8478 4.3799 2.5177 -0.1 -0.3 -0.4 -0.918
Cl 6.7010 0.0616 -1.0725 0.2 0.0 -0.1 -0.198
C -2.8214 2.4444 -2.8429 0.2 0.3 -0.3 -0.952
H 5.2095 2.3417 -0.2374 -0.1 -0.1 0.0 0.453
C -1.6988 2.8101 -3.5976 -0.4 -0.2 0.3 -0.754
H 3.2096 -0.2918 2.7474 -0.2 0.1 0.1 0.340
C 1.7302 -3.3105 -3.2625 0.0 0.0 0.1 0.871
C 2.5250 -0.4324 4.7712 -0.4 0.1 -0.2 -0.985
C 3.0152 -0.8149 0.1641 0.0 0.2 -0.3 -0.445
C 2.4493 0.4368 0.4487 0.4 -0.1 -0.1 0.010
C -3.0651 -0.2681 -0.4583 0.9 0.0 0.4 -0.270

---

Short version: max |F| = 2.273; 2.747 eV/Å, in the order given.
Short version: E_tot = -5353.2489; -3244.8990 Ha, in the order given.